DFT (ωB97M-V/def2-TZVPD) results for one molecule with the formula C5H10N4 in a non-equilibrium geometry.

The value obtained for the max |F| is 2.3 eV Å⁻¹. Its energy above the lowest of the compared OMol25 structures with the same formula, charge and spin is 109.0 kJ/mol. As for the structure (SMILES): [H]/N=C(N)\C(N)=C(/C)N=C. Its LUMO energy is 1.0 eV. The value obtained for the total energy is -11306.7485 eV. Its HOMO-LUMO gap is 8.802 eV.

XYZ file:
```
19
Properties=species:S:1:pos:R:3:forces:R:3:mulliken_charge:R:1
C -0.707 -1.590 -0.328 0.0 0.3 0.2 -1.617
C 0.413 0.626 0.253 1.6 -1.5 -0.8 0.288
C 1.814 -0.035 0.178 -1.1 0.7 0.7 0.317
C -0.668 -0.122 -0.028 -1.4 0.8 -0.2 0.586
N 0.399 1.955 0.557 -0.1 0.3 0.3 -0.422
N 2.665 0.570 -0.709 0.1 0.3 -0.1 -0.525
C -3.035 0.166 0.080 0.2 -0.3 -0.2 -0.370
N -1.883 0.659 -0.083 0.8 -0.2 0.5 -0.456
N 2.245 -0.969 0.918 0.2 -0.4 -0.1 -0.740
H 1.185 2.517 0.279 0.0 0.0 0.1 0.233
H -0.518 2.376 0.563 0.1 0.1 -0.2 0.246
H 3.567 0.128 -0.800 -0.1 0.0 -0.1 0.259
H 2.268 0.991 -1.533 0.1 -0.1 0.0 0.230
H 1.565 -1.325 1.581 -0.1 0.3 0.0 0.291
H -1.144 -2.141 0.506 0.0 -0.2 0.0 0.311
H 0.291 -1.976 -0.517 0.0 -0.1 0.0 0.477
H -1.329 -1.769 -1.206 0.0 0.0 0.0 0.407
H -3.245 -0.897 0.236 0.1 0.0 0.0 0.223
H -3.886 0.835 0.051 -0.1 0.0 -0.1 0.263
```
Positions in Å, forces in eV/Å.

DFT (ωB97M-V/def2-TZVPD) results for C5H10N4 as an isolated structure.

The value obtained for the max |F| is 0.5 eV Å⁻¹. Its energy above the lowest of the compared OMol25 structures with the same formula, charge and spin is 341.2 kJ/mol. Its LUMO energy is 0.5 eV. The value obtained for the total energy is -11304.3414 eV. Its HOMO-LUMO gap is 7.662 eV.

XYZ file:
```
19
Properties=species:S:1:pos:R:3:forces:R:3:mulliken_charge:R:1
C -1.688 -0.084 -1.395 0.0 0.0 0.1 -0.982
C -0.523 0.349 0.767 -0.4 0.0 -0.2 0.803
C 0.873 -0.461 -0.756 -0.2 0.1 0.1 0.543
C 0.884 0.277 1.031 0.4 -0.1 -0.1 -0.173
N -1.535 0.811 1.516 0.1 0.0 -0.1 -0.368
N 1.319 -1.806 -0.608 0.0 0.1 0.0 -0.612
C 1.619 1.026 1.847 -0.2 0.0 -0.1 -1.127
N -0.624 -0.210 -0.422 0.3 0.2 0.3 0.063
N 1.239 0.276 -1.763 -0.1 -0.1 0.2 -0.807
H -1.331 1.234 2.405 0.0 0.0 -0.1 0.224
H -2.500 0.717 1.248 0.1 0.0 0.0 0.202
H 1.031 -2.231 0.263 0.0 0.0 -0.1 0.252
H 1.068 -2.378 -1.407 0.0 0.1 0.0 0.206
H 2.125 -0.065 -2.128 -0.1 0.0 0.0 0.245
H -2.647 -0.363 -0.950 0.1 0.0 0.0 0.393
H -1.743 0.933 -1.791 0.0 0.0 0.0 0.314
H -1.473 -0.758 -2.221 0.0 0.0 0.0 0.316
H 2.692 0.884 1.924 0.0 0.0 0.0 0.285
H 1.214 1.849 2.440 0.0 -0.1 0.0 0.222
```
Positions in Å, forces in eV/Å.

DFT (ωB97M-V/def2-TZVPD) results for a 3-piece molecular cluster, C5H10N4 overall in a non-equilibrium geometry.

The value obtained for the max |F| is 4.4 eV Å⁻¹. Its energy above the lowest of the compared OMol25 structures with the same formula, charge and spin is 596.2 kJ/mol. Its LUMO energy (alpha / beta) is 0.7 / 0.7 eV. The value obtained for the total energy is -11301.6993 eV. Its HOMO-LUMO gap (alpha / beta) is 7.578 / 7.581 eV.

XYZ file:
```
19
Properties=species:S:1:pos:R:3:forces:R:3:mulliken_charge:R:1
C -0.392 0.153 -0.239 0.7 3.1 -1.2 0.672
C -0.887 -0.439 -1.531 0.1 -0.1 0.1 -1.399
C 0.872 -0.231 0.211 0.1 -4.1 1.6 0.471
N -1.350 0.564 0.663 -0.1 0.1 -0.2 -0.362
C 1.530 2.480 -0.716 0.5 -0.7 0.1 -0.273
C -0.599 -2.203 1.736 -0.4 0.4 0.0 -0.236
N 0.445 1.907 -0.958 -1.4 -0.2 -0.3 -0.583
N 0.248 -2.042 0.827 0.9 0.9 0.0 -0.645
N 2.092 -0.265 0.291 -0.7 0.8 0.0 -0.560
H -2.285 0.616 0.280 0.2 0.0 -0.1 0.253
H -1.147 1.395 1.201 0.3 -0.2 0.0 0.246
H 2.428 -1.090 0.799 -0.1 0.0 -0.3 0.331
H -0.075 -0.881 -2.105 0.0 0.0 0.1 0.341
H -1.628 -1.215 -1.324 0.1 0.0 0.1 0.394
H -1.348 0.352 -2.127 0.1 0.0 0.2 0.429
H 1.785 3.437 -1.207 -0.3 -0.1 0.1 0.257
H 2.358 2.062 -0.113 -0.2 0.0 0.0 0.195
H -1.305 -1.418 2.083 0.3 -0.1 0.0 0.199
H -0.742 -3.182 2.228 0.1 0.1 -0.2 0.271
```
Positions in Å, forces in eV/Å.

DFT (ωB97M-V/def2-TZVPD) results for a 2-piece molecular cluster, C5H10N4O2 overall in a non-equilibrium geometry.

The value obtained for the max |F| is 4.3 eV Å⁻¹. Its energy above the lowest of the compared OMol25 structures with the same formula, charge and spin is 521.5 kJ/mol. Its LUMO energy is -0.1 eV. The value obtained for the total energy is -15396.6387 eV. Its HOMO-LUMO gap is 9.377 eV.

XYZ file:
```
21
Properties=species:S:1:pos:R:3:forces:R:3:mulliken_charge:R:1
C -2.018 -0.060 0.308 0.4 1.5 2.0 0.787
C 2.112 -0.126 -0.406 0.1 -1.2 -1.9 0.302
C -2.901 1.113 0.608 0.1 2.0 -0.7 -1.107
C -1.083 -0.568 1.457 -2.0 0.5 -3.7 -1.040
C 1.738 -0.456 -1.808 -0.6 -1.8 -1.0 -0.978
N 1.211 1.897 0.454 -0.3 0.3 0.2 -0.774
N 1.647 0.933 0.090 -0.3 2.1 1.5 0.775
N -1.822 -0.521 -0.822 0.5 -1.2 -2.1 -0.601
N 3.180 -0.772 0.275 -0.2 0.9 0.5 1.007
O 3.528 -0.289 1.350 0.0 -0.4 -0.3 -0.614
O 3.667 -1.727 -0.285 0.5 -0.5 0.2 -0.618
H -3.216 1.150 1.636 -0.6 -0.3 0.4 0.336
H -3.758 1.407 -0.106 1.4 -0.9 1.0 0.308
H -2.176 1.982 0.597 -0.7 -0.6 -0.2 0.254
H -0.828 -1.453 0.928 0.5 -1.5 0.8 0.336
H -1.745 -0.599 2.263 0.0 -0.4 2.0 0.478
H -0.219 0.037 1.431 0.7 0.9 0.9 0.072
H 1.843 0.353 -2.602 -0.2 -0.8 1.4 0.309
H 0.708 -1.012 -1.873 1.9 1.3 0.0 0.224
H 2.540 -1.205 -1.977 -0.7 0.2 -0.7 0.346
H -2.408 -0.084 -1.518 -0.3 0.1 -0.3 0.198
```
Positions in Å, forces in eV/Å.

DFT (ωB97M-V/def2-TZVPD) results for one molecule with the formula C5H10N4O2 in a non-equilibrium geometry.

The value obtained for the max |F| is 3.0 eV Å⁻¹. Its energy above the lowest of the compared OMol25 structures with the same formula, charge and spin is 470.1 kJ/mol. As for the structure (SMILES): C[C@H]1CN(N=O)CCN1N=O. Its LUMO energy is 0.6 eV. The value obtained for the total energy is -15397.1722 eV. Its HOMO-LUMO gap is 9.726 eV.

XYZ file:
```
21
Properties=species:S:1:pos:R:3:forces:R:3:mulliken_charge:R:1
C 1.078 -1.599 0.953 1.9 -0.1 0.6 -1.207
C 0.902 -0.715 -0.337 -2.1 -1.2 1.3 -0.162
C -0.631 -0.807 -0.768 -0.8 1.8 -1.3 -0.908
C -1.209 1.269 0.505 1.7 -0.7 0.9 -0.525
C 0.358 1.533 0.660 -0.2 1.2 0.0 -0.606
H 2.159 -1.496 1.393 -2.0 0.0 -0.8 0.315
H 0.937 -2.724 0.809 0.0 1.7 -0.3 0.359
H 0.352 -1.280 1.712 0.3 -0.1 0.0 0.309
H 1.433 -1.167 -1.115 1.1 -0.3 -1.3 0.509
H -1.225 -1.744 -0.898 1.5 0.1 -0.2 0.428
H -0.764 -0.119 -1.654 0.5 -1.3 0.1 0.397
H -1.818 1.575 1.385 0.7 -0.4 -0.5 0.411
H -1.434 1.931 -0.283 -1.0 0.4 -1.3 0.313
H 0.648 1.503 1.746 0.0 -0.1 -1.1 0.226
H 0.519 2.583 0.226 -0.1 -1.4 1.2 0.435
N -1.504 -0.118 0.157 1.1 0.3 0.6 0.703
N 1.247 0.705 -0.206 -1.1 0.5 0.9 0.661
N 2.164 1.472 -0.863 0.4 -1.3 -0.4 -0.314
N -2.472 -0.677 0.806 -2.3 0.9 1.7 -0.382
O 2.970 0.899 -1.576 -1.2 0.2 0.8 -0.458
O -2.948 -1.752 0.494 1.4 -0.2 -0.7 -0.505
```
Positions in Å, forces in eV/Å.

DFT (ωB97M-V/def2-TZVPD) results for an isolated ion of composition C5H10N5O and charge +1 in a non-equilibrium geometry.

The value obtained for the max |F| is 3.8 eV Å⁻¹. Its energy above the lowest of the compared OMol25 structures with the same formula, charge and spin is 567.5 kJ/mol. Its LUMO energy is -3.2 eV. As for the total charge: +1. The value obtained for the total energy is -14834.1355 eV. Its HOMO-LUMO gap is 9.475 eV.

XYZ file:
```
21
Properties=species:S:1:pos:R:3:forces:R:3:mulliken_charge:R:1
C -0.141 -2.157 0.783 0.8 1.4 -0.8 -0.678
C -0.033 -0.602 0.233 0.3 -0.8 0.3 0.297
C 1.162 0.502 -1.089 -0.7 -2.1 0.8 0.526
C 0.082 -0.586 2.573 2.0 1.2 -0.8 -0.475
C -1.112 0.917 -1.245 1.6 -3.3 1.1 0.033
N -0.150 -1.923 2.062 0.7 -3.0 1.0 -0.020
N 0.000 0.213 1.376 -1.4 1.7 -1.8 -0.170
N -1.064 -0.437 -0.618 -3.0 1.4 -1.8 -0.339
N 0.235 0.916 -1.922 0.7 -0.2 1.7 -0.206
N 2.450 0.636 -1.093 1.6 -0.7 1.0 -0.353
O -2.037 1.140 -2.151 -0.9 2.3 -0.8 -0.503
H -0.651 -0.423 3.284 -1.5 0.9 1.4 0.364
H 1.097 -0.251 2.956 -1.0 -1.7 0.3 0.273
H -1.025 1.675 -0.454 -0.8 0.1 -0.5 0.292
H -0.300 -2.785 2.718 0.4 2.4 -1.5 0.286
H -0.734 0.942 1.193 1.0 -1.0 1.6 0.247
H -1.411 -1.180 -1.258 1.0 0.5 1.0 0.341
H 0.277 1.560 -2.665 0.6 1.0 -1.1 0.225
H 3.064 0.140 -0.379 -1.5 0.9 -1.4 0.273
H 2.959 1.161 -1.782 0.1 0.2 -0.3 0.235
H -2.669 0.543 -2.522 -0.2 -1.2 0.3 0.351
```
Positions in Å, forces in eV/Å.

DFT (ωB97M-V/def2-TZVPD) results for an isolated ion of composition C5H10NO and charge -1 in a non-equilibrium geometry.

The value obtained for the max |F| is 3.2 eV Å⁻¹. Its energy above the lowest of the compared OMol25 structures with the same formula, charge and spin is 76.6 kJ/mol. As for the structure (SMILES): [O-]C[C@@H]1CCCN1. Its LUMO energy is 3.9 eV. As for the total charge: -1. The value obtained for the total energy is -8883.3239 eV. Its HOMO-LUMO gap is 6.012 eV.

XYZ file:
```
17
Properties=species:S:1:pos:R:3:forces:R:3:mulliken_charge:R:1
N 0.100 1.308 0.002 -1.4 0.5 1.5 -0.462
C -1.034 1.507 0.996 0.9 0.9 -1.0 -0.451
C -1.558 0.145 1.335 -0.4 -2.0 -0.4 -0.519
C -0.799 -0.860 0.433 0.0 -0.5 -1.5 -0.658
C 0.460 -0.085 0.010 2.3 -2.0 0.7 0.245
C 1.224 -0.460 -1.341 -1.6 0.5 0.0 -0.695
O 1.686 -1.685 -1.465 0.3 -0.3 0.3 -0.852
H 0.831 1.901 0.351 0.6 0.0 -0.3 0.271
H -0.709 1.991 1.931 0.1 0.1 -0.3 0.203
H -1.671 2.200 0.446 -0.7 -0.2 0.5 0.325
H -1.282 -0.152 2.351 -0.1 0.4 0.1 0.241
H -2.628 -0.055 1.243 -0.1 0.6 0.0 0.285
H -0.704 -1.846 0.903 1.0 0.5 0.7 0.321
H -1.246 -1.299 -0.478 -0.8 1.2 -0.2 0.288
H 1.220 -0.404 0.765 -0.1 0.7 0.1 0.086
H 0.383 -0.199 -2.045 0.0 0.1 -0.5 0.202
H 1.955 0.410 -1.497 -0.1 -0.4 0.3 0.171
```
Positions in Å, forces in eV/Å.